DFT (the ωB97M-V functional and the def2-TZVPD basis) results for a molecular structure, C45H40Cl5N7O2RuS.

```
101
C45H40Cl5N7O2RuS (the ωB97M-V functional and the def2-TZVPD basis)
Ru -0.08 0.22 -0.17
Cl 1.49 5.19 2.61
Cl 0.18 2.87 1.06
Cl 0.81 5.60 5.62
Cl -1.16 3.67 7.04
Cl -2.35 1.28 5.55
S -4.31 -0.90 -0.97
O 2.71 -2.64 -1.39
O 0.07 -0.17 4.65
N -1.01 0.71 2.76
N 0.98 -0.97 1.26
N 4.03 1.29 -1.95
N 0.61 -1.68 -1.36
N 2.04 0.49 -2.84
N -1.16 1.55 -1.32
N 2.13 0.93 -0.58
C 3.75 1.05 -4.41
C 1.79 -2.04 -0.83
C -0.81 1.99 3.40
C -4.68 0.80 2.15
C -1.30 -4.40 -3.99
C 3.04 -2.21 1.31
C 2.79 -0.04 -3.96
C -0.71 -4.83 -2.81
C 1.96 -1.69 0.65
C -3.58 -2.29 -0.26
C 0.43 -4.49 -0.64
C 1.05 -0.76 2.61
C -0.72 3.38 5.40
C 0.05 -0.13 3.41
C -3.34 1.17 2.18
C 3.15 -1.98 2.71
C 2.17 -1.29 3.34
C -0.08 -3.94 -1.95
C -4.14 -1.37 2.92
C -3.41 2.17 -1.99
C -1.21 2.26 4.72
C 2.73 0.91 -1.74
C -0.03 2.95 2.76
C -2.38 0.25 2.67
C 4.90 1.64 -0.83
C -1.27 -3.05 -4.29
C 0.16 4.26 4.77
C 0.00 -2.57 -2.28
C -2.27 -2.08 0.05
C -2.54 1.28 -1.40
C -3.00 2.53 1.63
C -0.70 -0.69 -3.89
C 0.48 4.06 3.43
C -2.84 -0.01 -0.85
C -2.94 3.35 -2.57
C -0.64 -2.13 -3.46
C -1.53 3.59 -2.53
C -1.89 -2.23 3.34
C -5.10 -0.45 2.54
C -1.83 -0.76 -0.26
C 4.38 1.00 0.43
C -2.79 -1.07 2.97
C 2.92 1.37 0.57
C 4.68 1.36 -3.25
C -0.71 2.70 -1.92
H 5.11 2.37 -3.36
H 0.10 -0.45 -4.60
H -1.64 -0.49 -4.40
H 3.75 -2.79 0.75
H 2.50 0.91 1.46
H -1.64 -2.84 0.48
H -1.79 -5.10 -4.65
H -4.44 -2.38 3.16
H -1.04 -2.34 2.68
H -4.16 -3.19 -0.12
H -1.10 4.48 -2.99
H 4.94 2.73 -0.73
H -0.09 -5.42 -0.40
H -3.87 2.92 1.10
H -3.62 4.05 -3.03
H -0.64 0.00 -3.06
H -2.73 3.26 2.39
H 5.91 1.30 -1.07
H 2.08 -0.30 -4.75
H -2.48 -3.14 3.26
H -5.40 1.53 1.78
H 4.48 -0.08 0.37
H -4.47 1.93 -2.01
H 4.00 -2.36 3.26
H 3.17 1.93 -4.69
H -1.76 -2.69 -5.18
H 1.25 -0.07 -2.56
H 4.34 0.73 -5.27
H 3.33 -0.95 -3.69
H -6.15 -0.72 2.50
H 5.52 0.66 -3.25
H 2.83 2.45 0.71
H -1.51 -2.14 4.36
H -0.76 -5.88 -2.53
H 2.19 -1.10 4.40
H 1.50 -4.69 -0.67
H 0.26 -3.79 0.18
H 4.95 1.35 1.29
H -2.19 2.47 0.90
H 0.36 2.85 -1.88
```

Its multiplicity is 6. The energy above the lowest of the compared OMol25 structures with the same formula, charge and spin comes out at 1.167 eV. Its net charge is -1. Its expectation value of S² is 8.804. Its total energy is -137870.29960 eV.

Atom charges from the Mulliken analysis, given in e for atoms 1 to 5: atom 1 (Ru): -0.632, atom 2 (Cl): -0.211, atom 3 (Cl): -0.260, atom 4 (Cl): -0.209, atom 5 (Cl): -0.211

***

DFT (the ωB97M-V functional and the def2-TZVPD basis) results for 2 unconnected molecules or ions with the total composition C5H9NO.

```
16
C5H9NO (the ωB97M-V functional and the def2-TZVPD basis)
O -0.08 0.44 2.92
N 0.06 0.83 1.77
C -0.04 -0.21 0.83
C -0.18 -1.67 -0.63
C -0.29 -1.69 0.93
C 0.06 -0.18 -0.52
C 0.33 0.85 -1.56
H -0.42 0.78 -2.36
H 0.06 3.68 0.40
H 0.32 1.86 -1.14
H -1.26 -1.99 1.33
H 0.50 -2.26 1.44
H 0.66 -2.24 -1.05
H -1.10 -1.94 -1.16
H 0.07 3.07 0.82
H 1.31 0.67 -2.02
```

The energy above the lowest of the compared OMol25 structures with the same formula, charge and spin comes out at 5.072 eV. Its net charge is 0. The SMILES is CC1=C(N=O)CC1.[H][H]. Its total energy is -8864.14048 eV.

Atom charges from the natural (NBO) analysis, given in e for atoms 1 to 5: atom 1 (O): -0.300, atom 2 (N): 0.108, atom 3 (C): 0.013, atom 4 (C): -0.428, atom 5 (C): -0.428

***

DFT (the ωB97M-V functional and the def2-TZVPD basis) results for 2 unconnected molecules or ions with the total composition C2H8NO2 at a distorted geometry.

```
13
C2H8NO2 (the ωB97M-V functional and the def2-TZVPD basis)
O -0.50 0.66 -0.71
O 2.40 1.35 -1.15
N 0.34 -1.19 1.13
C -1.12 -1.08 0.90
C -1.54 0.17 0.03
H -1.88 0.96 0.75
H 0.72 -0.78 0.27
H 0.55 -0.41 1.76
H 1.47 1.02 -1.23
H 2.86 0.67 -1.68
H -2.40 -0.17 -0.56
H -1.36 -1.95 0.28
H -1.59 -1.15 1.89
```

The energy above the lowest of the compared OMol25 structures with the same formula, charge and spin comes out at 0.564 eV. Its net charge is -1. Its total energy is -7788.62117 eV.

Atom charges from the natural (NBO) analysis, given in e for atoms 1 to 5: atom 1 (O): -1.003, atom 2 (O): -0.978, atom 3 (N): -0.862, atom 4 (C): -0.251, atom 5 (C): -0.040

***

DFT (the ωB97M-V functional and the def2-TZVPD basis) results for a molecular structure, C9H15IN4PdS2 at a distorted geometry.

```
32
C9H15IN4PdS2 (the ωB97M-V functional and the def2-TZVPD basis)
I 2.04 -1.34 -0.07
Pd -0.25 -0.06 0.06
S 1.31 3.42 -2.42
S 2.09 1.35 3.73
N 0.41 1.72 -0.81
N -0.18 1.17 -3.02
N 0.56 -0.91 3.14
N 0.56 0.95 1.69
C 1.75 3.51 -0.75
C -1.45 -3.53 -0.21
C 1.16 2.54 0.02
C -2.26 0.21 -0.02
C 0.94 0.35 2.82
C 1.28 2.10 1.36
C 2.13 2.47 2.40
C -1.22 -3.34 -1.69
C 0.38 1.98 -2.11
H -2.47 -3.37 0.12
H -2.05 -2.94 -2.24
H -2.38 0.61 0.98
H -2.72 -0.78 -0.18
H 2.42 4.27 -0.39
H 0.48 -1.62 2.40
H 0.86 -1.30 4.04
H -0.50 0.24 -2.79
H -0.87 -4.31 0.24
H 2.76 3.34 2.41
H -0.22 1.46 -4.01
H -2.38 0.95 -0.82
H -0.70 -4.09 -2.25
H -0.96 -2.58 0.17
H -0.53 -2.47 -1.79
```

Its multiplicity is 5. The energy above the lowest of the compared OMol25 structures with the same formula, charge and spin comes out at 0.000 eV. Its net charge is +2. Its expectation value of S² is 6.049. Its total energy is -48767.99466 eV.

Atom charges from the natural (NBO) analysis, given in e for atoms 1 to 5: atom 1 (I): -0.177, atom 2 (Pd): 0.830, atom 3 (S): 0.587, atom 4 (S): 0.579, atom 5 (N): -0.558

***

DFT (the ωB97M-V functional and the def2-TZVPD basis) results for 2 unconnected molecules or ions with the total composition CH3F3O at a distorted geometry.

```
8
CH3F3O (the ωB97M-V functional and the def2-TZVPD basis)
F 0.49 -1.67 1.32
F -1.28 -0.54 1.61
F 0.00 0.00 0.00
O -0.56 1.87 -2.95
C -0.04 -0.43 1.27
H 0.54 0.18 1.98
H -1.08 1.66 -3.76
H -0.13 2.73 -3.15
```

The energy above the lowest of the compared OMol25 structures with the same formula, charge and spin comes out at 0.010 eV. Its net charge is 0. The SMILES is FC(F)F.O. Its total energy is -11285.66876 eV.

Atom charges from the natural (NBO) analysis, given in e for atoms 1 to 5: atom 1 (F): -0.344, atom 2 (F): -0.309, atom 3 (F): -0.320, atom 4 (O): -0.938, atom 5 (C): 0.868

***

DFT (the ωB97M-V functional and the def2-TZVPD basis) results for a molecular structure, C41H37F3HfN2O2P2S2 at a distorted geometry.

```
90
C41H37F3HfN2O2P2S2 (the ωB97M-V functional and the def2-TZVPD basis)
Hf 0.04 -0.89 1.55
S -0.55 -3.30 1.44
S -2.08 3.41 -4.88
P -0.15 -0.66 -1.15
P -1.65 1.07 0.47
F 6.78 -2.86 2.99
F 7.24 -0.81 2.44
F 7.06 -2.33 0.91
O 0.34 -1.26 3.54
O -1.61 -0.78 2.77
N 2.39 -1.05 1.55
N -0.42 1.02 -0.76
C -2.94 2.29 0.17
C 1.61 -1.00 -1.52
C -0.71 1.81 1.89
C 3.83 -0.69 -2.42
C -0.18 -1.13 -3.94
C -4.17 1.78 -0.26
C -5.12 3.98 -0.15
C -1.81 -4.99 3.19
C 0.70 2.27 4.26
C -0.62 4.20 -5.61
C 4.13 -2.02 -2.17
C 0.09 2.20 -1.52
C -2.10 -3.09 5.23
C 2.57 -0.18 -2.11
C 4.13 -2.54 2.28
C -0.89 2.96 -2.42
C -0.90 -1.00 -2.76
C -1.46 -2.77 4.04
C 3.17 -2.85 -1.62
C 3.35 -0.18 1.20
C -1.25 2.27 -3.73
C -0.92 -1.48 3.58
C -2.29 -1.15 -2.76
C -2.45 -5.31 4.38
C -0.86 -1.34 -5.13
C 1.92 -2.35 -1.29
C -2.80 3.66 0.44
C 6.57 -1.91 2.09
C 5.10 -1.61 1.93
C 0.67 1.58 1.96
C -2.96 -1.37 -3.95
C -1.37 2.27 3.02
C 2.81 -2.22 2.07
C -1.32 -3.70 3.00
C -3.89 4.49 0.28
C 1.38 1.81 3.14
C -2.59 -4.37 5.39
C -2.25 -1.45 -5.14
C -0.66 2.52 4.19
C -5.25 2.63 -0.42
C 4.70 -0.41 1.36
H -2.77 -1.61 -6.07
H -1.79 3.20 -1.88
H -3.10 -4.64 6.31
H 2.37 0.86 -2.34
H 0.93 1.86 -2.12
H -2.84 -1.08 -1.82
H -2.20 -2.34 6.00
H -0.40 3.91 -2.66
H 1.24 2.44 5.18
H -3.80 5.55 0.48
H -4.04 -1.48 -3.96
H -0.03 4.70 -4.84
H -1.96 1.47 -3.57
H 1.20 1.39 1.02
H 5.11 -2.41 -2.42
H -2.83 -6.31 4.52
H 4.41 -3.49 2.70
H -6.20 2.23 -0.74
H 4.57 -0.04 -2.88
H 5.42 0.33 1.06
H -0.02 3.45 -6.12
H -1.86 4.06 0.77
H -0.97 4.94 -6.32
H -2.44 2.43 3.00
H 0.46 2.90 -0.77
H -0.37 1.88 -4.24
H 1.17 -3.01 -0.89
H -1.18 2.91 5.06
H 3.39 -3.90 -1.45
H -0.31 -1.43 -6.06
H -1.70 -5.72 2.40
H 0.90 -1.06 -3.94
H -4.27 0.72 -0.45
H 2.45 1.65 3.18
H 2.03 -2.93 2.33
H -5.97 4.64 -0.25
H 3.04 0.76 0.75
```

Its net charge is +2. Its total energy is -99890.19303 eV.

Atom charges from the Mulliken analysis, given in e for atoms 1 to 5: atom 1 (Hf): 2.107, atom 2 (S): -0.511, atom 3 (S): -0.034, atom 4 (P): -0.210, atom 5 (P): -0.007